Entry from the OMol25 dataset: C7H11N as an isolated structure in a non-equilibrium geometry (wB97M-V/def2-TZVPD).

Cartesian coordinates (Å):
C  2.04404  -1.06176  -0.22703
C  0.53387  -0.73816  -0.65293
C  -0.74163  -1.15323  0.37974
C  -0.42180  0.02997  1.25893
C  0.01800  0.65526  0.03181
C  -1.28508  0.70269  -0.70647
C  -1.85954  -0.43452  -0.25576
H  2.93762  -1.94478  -0.85534
H  1.75895  -1.51339  0.89756
H  2.74756  0.03184  -0.00214
H  0.29148  -0.68518  -1.59095
H  -0.98941  -2.22062  0.25677
H  -1.02599  0.36007  1.98939
H  0.45142  -0.27519  1.82925
H  0.94101  2.34817  1.01404
H  0.68258  2.41026  -0.89194
H  -1.84356  1.12404  -1.50378
H  -2.92035  -0.76885  -0.33352
N  1.03452  1.87601  0.03156

Atoms 1-6, force components in eV/Å:
C 1.70 -0.40 2.32
C 1.90 1.32 7.46
C -0.35 -1.76 -2.70
C 5.17 -3.81 1.99
C 3.31 3.28 -3.28
C -2.73 -1.02 0.55

Its spin multiplicity is 1. Its largest force on an atom is 7.81 eV/Å. As for the HOMO energy: -0.3087 Ha. The value obtained for the molecular weight is 109.17 g mol⁻¹. As for the energy above the lowest of the compared OMol25 structures with the same formula, charge and spin: 185.1 kcal per mole. The HOMO-LUMO gap comes out at 9.4 eV. As for the total energy: -8919.7029 eV.